1.
Formula: C21H23N3O5
Source: the Open Molecules 2025 dataset
Level of theory: the ωB97M-V functional and the def2-TZVPD basis

```
52
Properties=species:S:1:pos:R:3:mulliken_charge:R:1
H 3.79189 -4.34147 -1.45445 0.390
C 0.77045 -3.38011 -0.84605 -0.071
H -3.52628 4.76112 0.38071 0.434
H 3.33762 -3.48128 0.03204 0.325
C -1.92412 5.92769 1.18862 1.028
H 2.69918 -4.03257 -4.86850 0.222
C -1.14000 2.63722 3.77183 -1.268
C -0.60141 4.96403 2.96855 -1.155
N -0.61257 1.52231 3.01129 -0.144
H 1.97471 -5.12311 -3.66493 0.236
C -0.93587 7.90416 0.97189 -0.230
H -2.53431 -0.94742 0.70321 0.525
C 0.65139 -0.82089 1.91151 -0.854
H 2.73811 -1.46708 -1.27700 0.300
H 1.20794 -0.33235 2.69830 0.508
H 0.02106 -5.33302 -2.48396 0.371
C 3.12467 -3.58178 -1.03874 -0.483
H -1.68272 -4.78725 -2.52771 0.372
H 2.32390 -1.96970 1.28705 0.315
C -2.44496 3.76263 1.96415 -0.432
N -1.40075 -2.83833 -0.99819 -1.395
H 4.36237 -1.97904 -1.75377 0.404
C 0.53581 -2.40704 0.13280 1.662
C -1.40054 0.48481 2.62264 0.182
C -0.72488 -0.51890 1.75252 0.702
H 0.27510 1.65919 2.55511 0.328
C -0.86194 -2.10722 -0.02233 -0.196
O 1.82856 -4.13106 -1.22645 -0.498
C -0.40785 -3.74859 -3.92056 -0.534
O 0.92780 -3.39547 -4.16834 -0.334
C -2.72174 4.81294 1.09439 -1.048
H -2.07096 2.27941 4.22024 0.390
C -0.88160 6.00033 2.11260 0.885
H -0.96282 -2.80695 -3.91143 0.380
N -0.40485 -3.58527 -1.47234 0.999
C -0.64001 -4.46988 -2.57925 -0.871
H -0.43047 2.89796 4.56226 0.416
C -1.48368 -1.16363 0.80803 -0.820
H 2.96921 -2.34446 -2.78936 0.206
H -0.23354 8.15169 0.15951 0.242
C -1.41103 3.82817 2.88760 0.512
O -0.25061 7.21202 1.99325 -0.490
C 1.76593 -4.47160 -4.51952 -0.671
H -3.05019 2.87015 1.92554 0.500
C 1.27863 -1.74794 1.12974 -0.618
H 1.32349 -5.06727 -5.32687 0.366
O -2.56076 0.38125 2.97125 -0.646
C 3.31140 -2.25409 -1.76117 -0.947
H -0.79103 -4.38630 -4.73114 0.368
O -1.97415 7.09310 0.46800 -0.481
H 0.20660 5.03440 3.67833 0.379
H -1.36018 8.83644 1.37910 0.241
```

The spin multiplicity is 1. The net charge is 0. As for the structure (SMILES): CCOc1c2ccc(C(=O)NCc3ccc4c(c3)OCO4)cc2nn1CCOC. As for the energy above the lowest of the compared OMol25 structures with the same formula, charge and spin: 72.5 kcal/mol. The calculation puts the total energy at -1354.46351 a.u.

=====

2.
Formula: C21H23N5
Source: the Open Molecules 2025 dataset
Level of theory: the ωB97M-V functional and the def2-TZVPD basis

```
49
Properties=species:S:1:pos:R:3:mulliken_charge:R:1
C 3.74374 -3.19649 0.02772 0.243
H 6.94960 -3.34851 -0.61972 0.355
H -1.34113 1.04651 0.23340 0.073
H 3.95799 -0.46478 -1.89458 0.316
N -3.89447 0.75733 -1.66446 -0.643
C 0.53339 -2.52355 1.51706 -1.005
H -1.99018 5.50392 -0.15752 0.339
H -3.71498 -2.80714 -0.25823 0.441
N -4.86644 -1.45558 -1.40784 -0.587
C -1.55044 2.71593 1.99720 -1.523
H 0.13363 -3.45660 1.78260 0.443
H 2.74096 -3.69561 1.86912 0.274
H -1.89903 3.19144 -1.48571 0.264
C -2.11494 2.71485 -0.47446 -1.207
H 0.64713 4.17184 1.17146 0.408
C -3.77312 -1.78473 -0.70468 -0.449
H 6.41340 -1.24775 -2.03850 0.350
H 0.47147 4.08322 -0.64008 0.309
N -7.08473 0.37591 -3.08705 -0.441
C 5.97909 -2.95468 -0.77824 -0.368
H 1.59166 -1.33581 -1.20534 0.254
C 5.08652 -3.68318 -0.00882 -0.722
H -1.62871 5.38495 1.63587 0.397
H -0.79763 1.94066 1.99762 0.422
C 4.35088 -1.28274 -1.26531 -0.427
H -3.21306 4.78592 0.99912 0.331
H 2.02504 -0.74696 0.46117 0.244
H 2.33770 -4.81332 0.31187 0.241
C -1.39278 3.52563 0.62890 1.896
C 3.42656 -2.02907 -0.53708 0.535
H -2.55454 2.20727 2.13213 0.271
N -1.80042 1.33616 -0.53326 -0.013
H 0.54206 2.67138 0.39142 0.241
C 0.12099 3.65564 0.37046 -1.344
C -1.63856 -1.40023 0.28988 -0.362
H 0.77770 -2.08411 2.52118 0.358
C -4.85244 -0.19091 -1.90749 0.408
C -2.06966 4.82598 0.75055 -1.732
C -2.74040 -0.89093 -0.49672 0.250
C 2.00935 -1.60869 -0.23869 -0.558
C -6.02426 0.17791 -2.65423 0.133
H -3.14883 2.75349 -0.28901 0.546
C 5.67515 -1.71802 -1.37541 -0.667
H -1.54984 3.39745 2.80679 0.414
N 1.50294 -2.82648 0.48211 0.067
H 5.56236 -4.51998 0.53430 0.323
C -0.69185 -1.77382 0.99306 0.887
C 2.57715 -3.80096 0.76762 -0.431
C -2.82402 0.41724 -0.95018 0.447
```

The spin multiplicity is 1. The net charge is 0. As for the structure (SMILES): CC(C)(C)CNc1nc(C#N)ncc1C#CCN1Cc2ccccc2C1. As for the energy above the lowest of the compared OMol25 structures with the same formula, charge and spin: 107.8 kcal/mol. The calculation puts the total energy at -1087.65658 a.u.

=====

3.
Formula: C21H23N5O3
Source: the Open Molecules 2025 dataset
Level of theory: the ωB97M-V functional and the def2-TZVPD basis

```
52
Properties=species:S:1:pos:R:3:mulliken_charge:R:1
H 1.57146 0.33154 4.75719 0.412
C 2.73525 -0.68368 0.17321 -0.305
H 1.28352 -2.56751 -1.53769 0.271
H -2.87928 -0.61168 0.27875 0.221
C -0.56152 -1.25831 2.64044 1.880
H -3.49884 2.53294 -3.90674 0.386
H 0.75401 -3.88707 4.33195 0.411
H 2.62560 1.03637 -2.05890 0.407
C -0.81821 0.76863 -2.62955 1.093
N -0.70670 2.89369 -3.25999 0.046
C 1.70066 0.52150 -1.79247 -1.233
O 1.50773 3.56915 1.37004 -0.719
H -0.05350 0.82837 2.94836 0.395
N 1.90279 1.61794 0.41186 0.028
H 1.41832 -3.75598 -0.23137 0.385
H -0.63817 3.36260 -0.22757 0.286
C -0.40809 2.55387 0.46284 -0.216
H -4.62093 0.33330 -3.53504 0.407
C 0.11898 -0.19898 3.25374 -0.058
C -1.59008 1.83928 -3.17308 -0.731
N -1.84211 -2.61185 1.34885 -0.697
O 3.81117 -0.28639 0.60978 -0.735
C -2.84465 -0.61422 -2.74961 -1.012
N 2.52797 -1.99983 0.06540 -0.044
C 0.58320 -2.85546 4.04229 -0.859
H 1.98015 -2.01978 5.46340 0.409
H -0.93660 -1.29459 -2.00786 0.420
C 1.26708 -1.80686 4.67214 -0.433
H -0.93392 3.81192 -3.61400 0.198
C 1.34871 -2.69025 -0.45602 -0.584
C -1.53657 -1.37419 1.59885 -0.266
C -2.94749 1.70051 -3.49641 -1.057
H 0.68829 -0.06872 0.02516 -1.285
H -0.68855 1.61549 0.00439 -0.500
C 0.54763 2.54520 -2.79769 -0.886
H -3.33154 -1.56780 -2.59239 0.464
H 2.85983 1.75702 0.70839 0.248
H 1.40679 3.20418 -2.74329 0.383
C 0.54094 1.25508 -2.39256 0.611
H -2.05786 0.57841 1.27274 0.232
O -1.08372 -3.40960 2.26622 -0.282
H -0.95670 2.70312 1.38984 0.462
C -1.48263 -0.46122 -2.42343 0.104
C 1.03630 -0.48148 4.27438 -0.817
H 1.73670 -0.45691 -2.26963 0.358
H 0.44239 -2.30438 0.00704 0.072
N -2.10397 -0.35694 0.88543 -0.274
C 1.65788 0.33143 -0.26455 2.364
C 1.07532 2.60164 0.76538 0.462
C -0.32523 -2.56243 3.02381 -0.364
C -3.57633 0.46151 -3.28458 -0.357
H 3.29453 -2.56858 0.39252 0.298
```

The spin multiplicity is 1. The net charge is 0. As for the structure (SMILES): CNC(=O)[C@H](Cc1c[nH]c2ccccc12)NC(C)=O.Nc1noc2ccccc12. As for the energy above the lowest of the compared OMol25 structures with the same formula, charge and spin: 51.1 kcal/mol. The calculation puts the total energy at -1313.55844 a.u.

=====

4.
Formula: C21H23N5O3S
Source: the Open Molecules 2025 dataset
Level of theory: the ωB97M-V functional and the def2-TZVPD basis

```
53
Properties=species:S:1:pos:R:3:mulliken_charge:R:1
H 3.06172 0.22369 2.09028 0.457
N 0.48660 -1.41201 -2.09107 0.201
C -2.68429 0.21433 -0.47708 -0.260
H 3.50228 3.85443 1.79415 0.216
H -0.60737 0.10184 4.11345 0.442
C 3.68695 2.57806 3.36401 0.809
C 4.32816 3.73887 4.09561 -1.397
C 2.15751 2.72858 0.01247 -0.716
C 2.72193 2.09866 1.12211 1.017
N 3.36980 2.89160 2.07287 -0.171
H 2.28896 -2.24525 -1.47782 0.414
C 2.62291 0.71722 1.23975 -0.625
C -1.24643 0.18095 1.45692 0.653
H 5.21153 4.08189 3.56124 0.347
C 0.54756 -0.06646 -1.80400 -0.365
O -0.36272 0.88998 2.21009 -0.453
C -4.09445 -1.76926 -1.11627 -1.591
N -0.29522 0.57692 -2.57680 -0.479
H 1.83831 -1.07689 0.44107 0.437
C 1.48229 1.99643 -0.93512 -0.798
H -2.64458 -2.96195 -2.07124 0.274
C 1.93685 -0.01457 0.29018 -0.525
H 0.68359 -0.65001 3.13412 0.353
C -3.51538 -1.80773 -3.50240 0.587
H 1.16051 -3.34780 -2.29441 0.390
C 1.35173 0.61003 -0.80794 0.627
H -2.96730 -3.20906 -5.05356 0.440
H -3.06959 0.73090 -1.34275 0.378
H 4.61354 3.41820 5.09311 0.363
C -0.45727 -1.47870 -3.07622 0.479
C -3.11386 -1.08131 -0.20237 0.647
S -0.97627 -2.97090 -3.81090 -0.281
N -3.40339 -2.32311 -2.26499 -0.058
H 0.84453 -2.85129 -0.62083 0.327
H -2.89186 -2.74890 1.11912 0.347
C -1.76627 0.83764 0.33858 -0.254
H 1.02302 2.47634 -1.78415 0.523
H -2.28952 -1.57153 -5.24072 0.343
H 0.89958 0.99150 3.76490 0.092
O -4.35981 -1.01010 -3.83705 -0.664
C 1.24040 -2.52325 -1.58530 -1.079
H -4.82603 -1.06005 -1.50951 0.430
H -1.27626 -1.66103 2.57669 0.434
H -4.61365 -2.57641 -0.58947 0.428
H 3.62345 4.56431 4.17635 0.346
C -2.57813 -1.73858 0.89353 -0.847
C -1.65640 -1.12081 1.72369 -0.405
O 3.47964 1.50209 3.87673 -0.590
N -0.92351 -0.29546 -3.36358 -0.473
C -2.52516 -2.36119 -4.52825 -0.596
H -1.42955 1.83985 0.12970 0.398
C 0.17135 0.28782 3.36640 -0.885
H 2.23958 3.80146 -0.09331 0.313
```

The spin multiplicity is 1. The net charge is 0. As for the structure (SMILES): COc1ccc(CNC(=O)CSc2nnc(-c3ccc(NC(C)=O)cc3)n2C)cc1. As for the energy above the lowest of the compared OMol25 structures with the same formula, charge and spin: 45.5 kcal/mol. The calculation puts the total energy at -1711.76596 a.u.

=====

Number 1: largest force on an atom 1.27 eV/Å. Number 2: largest force on an atom 5.22 eV/Å. Number 3: largest force on an atom 2.05 eV/Å. Number 4: largest force on an atom 1.29 eV/Å.